Entry from the Open Molecules 2025 dataset: C34H28AsF6GeN2O2Pd as an isolated structure (the ωB97M-V functional and the def2-TZVPD basis).

```
75
C34H28AsF6GeN2O2Pd | the Open Molecules 2025 dataset | the ωB97M-V functional and the def2-TZVPD basis
Pd -0.523 1.542 -1.125
C -3.550 3.403 -0.300
O -2.227 3.174 0.159
C -2.018 2.774 1.432
C -2.957 2.918 2.446
C -2.636 2.572 3.753
C -1.374 2.081 4.055
C -0.446 1.917 3.039
C -0.760 2.235 1.729
N 0.165 1.985 0.658
N 1.377 2.137 0.968
C 2.384 1.952 0.089
C 2.286 2.076 -1.352
O 1.296 2.515 -1.987
C 3.480 1.715 -2.107
C 4.645 1.422 -1.509
C 4.810 1.482 -0.077
C 6.065 1.277 0.519
C 6.229 1.381 1.879
C 5.117 1.689 2.675
C 3.875 1.871 2.113
C 3.689 1.776 0.718
H -4.195 2.554 -0.066
H -3.472 3.513 -1.379
H -3.963 4.315 0.138
H -3.934 3.323 2.219
H -3.379 2.695 4.532
H -1.117 1.806 5.069
H 0.527 1.490 3.239
H 3.370 1.698 -3.184
H 5.506 1.140 -2.107
H 6.909 1.037 -0.119
H 7.201 1.227 2.330
H 5.235 1.787 3.748
H 3.020 2.103 2.734
F -1.412 1.620 -3.088
As -2.695 1.453 -4.345
F -3.761 0.899 -3.102
F -2.161 -0.161 -4.598
F -3.918 1.306 -5.537
F -1.558 2.034 -5.491
F -3.164 3.071 -3.972
C -3.305 -0.841 -0.433
Ge -1.380 -0.522 -0.376
C -0.715 -1.026 1.405
C -1.548 -1.269 2.494
C -1.021 -1.595 3.741
C 0.353 -1.689 3.912
C 1.200 -1.463 2.832
C 0.667 -1.131 1.594
C -0.522 -1.812 -1.623
C 0.189 -1.343 -2.696
C 0.756 -2.211 -3.661
C 0.611 -3.558 -3.542
C -0.091 -4.106 -2.437
C -0.219 -5.510 -2.274
C -0.864 -6.038 -1.194
C -1.415 -5.178 -0.217
C -1.314 -3.825 -0.356
C -0.655 -3.234 -1.472
H -3.527 -1.886 -0.208
H -3.665 -0.603 -1.432
H -3.827 -0.202 0.283
H -2.625 -1.202 2.374
H -1.685 -1.774 4.578
H 0.763 -1.939 4.884
H 2.274 -1.541 2.955
H 1.338 -0.959 0.756
H 0.316 -0.277 -2.849
H 1.293 -1.789 -4.502
H 1.024 -4.233 -4.285
H 0.215 -6.159 -3.026
H -0.947 -7.112 -1.078
H -1.914 -5.598 0.649
H -1.722 -3.179 0.408
```

ΔE to the lowest compared entry with this formula, charge and spin   0.0000 eV
E_HOMO   -5.0 eV
Charge   -1
Total energy   -6612.4124 a.u.
E_LUMO   1.790 eV

=====

Entry from the Open Molecules 2025 dataset: one molecule with the formula C3H5N3OS in a non-equilibrium geometry (the ωB97M-V functional and the def2-TZVPD basis).

```
13
C3H5N3OS | the Open Molecules 2025 dataset | the ωB97M-V functional and the def2-TZVPD basis
H -0.992 -0.126 3.312
N -1.233 0.237 2.415
C -0.365 0.256 1.502
N -0.814 0.524 0.231
O -2.150 0.399 -0.134
C 0.013 0.145 -0.839
N 1.307 0.179 -0.640
C 1.949 -0.516 -1.814
S 3.509 -0.883 -1.824
H 0.719 0.110 1.597
H -2.676 0.564 0.762
H -0.386 -0.035 -1.868
H 1.118 -0.854 -2.700
```

SMILES   [H]/N=C/N(O)/C=N/C=S
ΔE to the lowest compared entry with this formula, charge and spin   4.3595 eV
E_HOMO   -8.9 eV
Total energy   -754.8788 a.u.
E_LUMO   -0.395 eV

=====

Entry from the Open Molecules 2025 dataset: a 2-piece molecular cluster, H5NOSi overall in a non-equilibrium geometry (the ωB97M-V functional and the def2-TZVPD basis).

```
8
H5NOSi | the Open Molecules 2025 dataset | the ωB97M-V functional and the def2-TZVPD basis
N -1.371 -0.210 0.376
O 1.709 -0.478 -0.163
Si 0.241 0.382 0.152
H -1.893 -0.999 -1.134
H -1.486 -1.103 0.912
H 2.370 -0.085 -0.725
H 0.289 1.425 -0.774
H 0.139 1.068 1.356
```

ΔE to the lowest compared entry with this formula, charge and spin   3.9662 eV
E_HOMO   -10.5 eV
Total energy   -422.3905 a.u.
E_LUMO   -0.748 eV

=====

Entry from the Open Molecules 2025 dataset: one molecule with the formula CH5BO in a non-equilibrium geometry (the ωB97M-V functional and the def2-TZVPD basis).

```
8
CH5BO | the Open Molecules 2025 dataset | the ωB97M-V functional and the def2-TZVPD basis
C 0.079 0.431 0.907
B 0.177 -0.357 -0.463
O -0.812 -0.204 -1.346
H 0.933 1.093 1.034
H 0.096 -0.256 1.751
H -0.825 1.030 0.979
H 1.105 -1.058 -0.689
H -0.753 -0.680 -2.173
```

SMILES   CBO
ΔE to the lowest compared entry with this formula, charge and spin   0.0000 eV
E_HOMO   -10.8 eV
Total energy   -141.2289 a.u.
E_LUMO   0.637 eV

=====

Q: The highest total energy belongs to which entry?
A: CH5BO